[1]
This record from the OMol25 dataset describes a 10-piece molecular cluster, C34H68O14 overall at a distorted geometry. The level of theory is ωB97M-V/def2-TZVPD.

Structure (ORCA input):
```
! RIJCOSX wB97M-V def2-TZVPD def2/J DEFGRID3
* xyz 0 1
H -1.8118 -26.2735 53.0920
H -3.0039 -30.2272 57.3130
H -0.7010 -29.8537 56.8712
O -0.2000 -30.3250 51.5490
H -2.7126 -30.0307 52.8351
C 0.6696 -27.3799 60.3325
H -0.5140 -26.4375 61.7342
H -5.0869 -24.7619 54.4260
C 0.4049 -31.3785 52.1329
C -6.5683 -28.3666 56.4175
H 0.9709 -25.7017 61.5138
H 3.1988 -26.0504 50.9694
H -0.6295 -33.0787 51.1862
H -2.3352 -31.3076 58.2666
H -6.4426 -25.9231 52.3926
H -5.8075 -27.7096 49.9703
C -5.7075 -31.7426 53.7314
H -5.5837 -29.1960 50.6494
H 2.9803 -25.0215 56.1256
C -4.4726 -25.5261 54.8722
C 2.5774 -28.2827 50.0641
C 1.3341 -25.1389 51.4858
H -4.4318 -31.1477 60.1870
C 0.1728 -26.2451 61.0868
O -4.5334 -31.5882 51.5290
H 0.2066 -29.9284 59.2706
H 0.3401 -25.7688 51.7104
H -3.5170 -31.6726 56.7003
C 2.3474 -26.3692 51.4034
H 2.1189 -28.6324 48.0724
C -2.9735 -25.3793 54.6573
H 2.2066 -30.0938 52.5369
O 1.8213 -27.8160 60.5689
H 0.5369 -25.3926 57.7906
H 0.4986 -33.3016 52.6440
H -0.5531 -25.6943 60.4904
O -0.1366 -27.8545 59.3716
C -5.2757 -28.6348 57.0663
H 2.2937 -23.9126 57.1098
H -5.2846 -29.6479 57.2012
H -6.9877 -30.1425 55.3520
H 2.3481 -26.7898 52.3799
C -3.2244 -31.0329 57.7080
H 3.9368 -26.0930 60.2797
C -0.3390 -32.6399 52.1925
H 0.4740 -28.2725 53.4749
C -4.8344 -30.5049 59.6796
C -1.5662 -24.4061 52.8450
O -7.5058 -27.5497 57.0143
C -1.8908 -27.2854 53.1526
H -5.1341 -28.3322 58.1124
H 0.6899 -27.6790 55.1056
H -5.0710 -27.7122 51.3891
H -5.8043 -30.2690 59.8672
H 1.1811 -28.8111 58.0641
H -2.9612 -27.6312 53.0248
H 1.6784 -24.4273 52.1929
C 0.1112 -29.0139 58.6615
C 1.7843 -29.0058 48.9252
O -2.7754 -24.9260 53.3371
C -1.6128 -24.1791 51.3764
O 4.9664 -24.5507 57.6924
C -4.5023 -31.2266 52.8644
C -3.4771 -30.4321 53.5292
H -4.6535 -26.3856 54.3342
C 0.9921 -25.4596 56.9197
C -1.3937 -27.8342 54.5139
C 0.1336 -28.1860 54.5501
C -5.7701 -28.2550 50.7985
C -4.5924 -31.0614 58.2460
O -2.2715 -28.1155 55.3470
C 2.4127 -24.8817 57.0493
C 4.7917 -25.7544 59.7974
H 2.0997 -31.4730 53.5612
H -6.0569 -29.0089 54.3831
H -0.7881 -23.6189 50.9347
H -6.5285 -31.0965 53.6526
H -2.5832 -26.4308 54.9369
H -2.4370 -23.6923 50.9387
H 5.1077 -24.6242 60.2867
H -1.2482 -32.6160 52.6858
C -6.8007 -29.0582 55.0603
H 0.1984 -29.1080 54.9079
H -1.3605 -27.6232 52.2044
H -4.8284 -25.5574 55.8027
O -7.8511 -28.7496 52.1025
O 3.7382 -28.4226 50.3924
H -0.8460 -28.1759 56.9643
C -0.8672 -29.0634 57.5281
C 1.8484 -31.2458 52.5712
C -7.0325 -27.8432 51.5943
O 3.0684 -25.4244 58.2712
H -4.1542 -29.7821 59.7477
H 1.0837 -24.6982 50.5672
O 1.8023 -27.3344 50.4592
H -7.8959 -28.9273 54.6248
C 4.2306 -25.1371 58.4809
H -3.3839 -31.0804 54.4194
C -7.2378 -26.3907 51.7049
H -1.8042 -29.2096 57.8759
H 0.8146 -28.6913 48.9283
H 2.0631 -30.1653 48.9480
H -4.3591 -28.4029 56.6175
O -5.5855 -31.3807 57.4731
O -0.6552 -24.2025 53.5259
H -1.6179 -25.0124 51.0147
H 0.3911 -24.9131 56.1657
H 0.9174 -26.4757 56.4800
H -2.4233 -24.7896 55.2555
H 5.4879 -26.4682 59.5393
H -5.8855 -32.5510 53.3418
H 2.4310 -31.9564 51.9894
H -7.1579 -25.9094 50.7023
H -8.2424 -26.2983 52.1630
H -4.0888 -29.4454 53.6511
H -5.2308 -31.7843 54.7735
*
```

Output
* HOMO energy: -9.353 eV
* electronic energy: -2388.959400 Eh
* SMILES: CCOC(C)=O.CCOC(C)=O.CCOC(C)=O.CCOC(C)=O.CC(C)=O.CC(C)=O.CC(C)=O.CC(C)=O.CC(C)=O.CC(C)=O
* orbital gap: 9.3831 eV
* strongest force on any atom: 0.2086 Eh/bohr

Results of the Löwdin charge analysis, in e, for atoms 1 through 99:
1 H -0.012
2 H -0.060
3 H 0.079
4 O -0.062
5 H 0.087
6 C -0.484
7 H 0.028
8 H 0.086
9 C -0.391
10 C -0.302
11 H 0.098
12 H 0.083
13 H 0.126
14 H 0.109
15 H 0.107
16 H 0.039
17 C 0.023
18 H 0.018
19 H 0.133
20 C -0.007
21 C -0.563
22 C -0.025
23 H -0.001
24 C 0.033
25 O -0.077
26 H 0.134
27 H 0.103
28 H 0.163
29 C -0.132
30 H 0.020
31 C -0.223
32 H 0.132
33 O 0.063
34 H 0.016
35 H 0.112
36 H 0.110
37 O -0.011
38 C -0.042
39 H 0.068
40 H -0.010
41 H 0.095
42 H 0.108
43 C 0.001
44 H 0.021
45 C -0.025
46 H 0.103
47 C 0.056
48 C -0.523
49 O -0.070
50 C -0.013
51 H 0.109
52 H -0.027
53 H 0.073
54 H 0.084
55 H 0.181
56 H 0.101
57 H 0.070
58 C -0.214
59 C 0.043
60 O -0.075
61 C 0.043
62 O 0.056
63 C -0.338
64 C -0.033
65 H 0.041
66 C -0.016
67 C -0.330
68 C 0.053
69 C 0.028
70 C -0.368
71 O -0.008
72 C -0.101
73 C 0.055
74 H 0.050
75 H 0.001
76 H 0.106
77 H 0.053
78 H 0.093
79 H 0.095
80 H 0.174
81 H 0.047
82 C -0.026
83 H 0.034
84 H 0.122
85 H 0.043
86 O -0.031
87 O 0.084
88 H 0.049
89 C -0.085
90 C -0.031
91 C -0.383
92 O 0.072
93 H 0.054
94 H 0.046
95 O -0.011
96 H 0.134
97 C -0.662
98 H 0.088
99 C -0.034



[2]
This record from the OMol25 dataset describes one molecule with the formula C2H7N3OS at a distorted geometry. The level of theory is ωB97M-V/def2-TZVPD.

Structure (ORCA input):
```
! RIJCOSX wB97M-V def2-TZVPD def2/J DEFGRID3
* xyz 0 1
H -1.1950 1.6247 -0.7267
N -0.9046 -0.7179 0.0108
H -1.5804 -2.3655 0.9315
H -0.2062 3.0151 -0.0896
O 0.6792 1.1088 -0.0250
H -0.9658 1.7051 0.9962
N -1.4263 -2.1505 0.0107
C -0.4522 1.8481 0.0207
C 0.4812 -0.2376 -0.1126
H -0.7272 -2.8004 -0.3149
N 1.3744 -1.1096 -0.2197
S 3.1213 -0.6542 0.0355
H 3.2393 0.7828 0.1452
H -1.4376 -0.0488 -0.6622
*
```

Output
* HOMO energy: -8.432 eV
* electronic energy: -717.979931 Eh
* SMILES: CO/C(=N\S)NN
* orbital gap: 9.1772 eV
* strongest force on any atom: 0.0977 Eh/bohr

Atom-resolved charges from Löwdin, all expressed in e:
1 H 0.066
2 N -0.033
3 H 0.023
4 H 0.147
5 O -0.078
6 H 0.105
7 N 0.062
8 C -0.153
9 C -0.554
10 H 0.058
11 N -0.265
12 S 0.621
13 H -0.121
14 H 0.122



[3]
This record from the OMol25 dataset describes C14H7ClNO8SbSe4Zn as an isolated structure. The level of theory is ωB97M-V/def2-TZVPD.

Structure (ORCA input):
```
! RIJCOSX wB97M-V def2-TZVPD def2/J DEFGRID3
* xyz -2 1
C 1.9607 -2.0153 1.6444
O 2.3071 -5.4728 -2.2528
O -1.7433 0.8080 0.3612
C 1.2183 -2.3637 0.3501
Se -0.6608 0.6388 3.6016
C -3.2698 2.9554 -2.0781
C 1.4219 -4.7070 -2.6758
H -0.7063 -3.0352 -2.8618
H -4.2582 3.2066 -2.4436
Se 1.9696 -1.6148 5.7988
H -1.4484 -1.2815 -1.1952
C -2.1511 3.5867 -2.6507
C -0.5649 -1.8902 -1.0412
O 1.0747 1.3947 0.1247
Cl -2.3857 4.7550 -3.9361
C -1.8282 1.6776 -0.5652
C 1.6603 -3.3619 -0.4998
O -0.5149 2.8621 5.0031
H -3.9746 1.5511 -0.6326
Sb 1.8636 0.2649 4.3394
C -0.9026 3.2825 -2.2011
C -0.1663 -2.8550 -1.9426
Se 0.9226 2.2001 6.0018
H 1.4016 2.6919 -1.3437
Se 3.6023 1.4684 3.2432
C 0.6519 2.1234 -0.7692
O 0.8343 -4.6815 -3.7781
C 0.9677 -3.6165 -1.6785
O 2.8985 -2.6865 2.0018
O -0.4254 2.4401 3.6334
O 1.4881 -0.9461 2.2325
C -3.1175 2.0396 -1.0776
C -0.7132 2.3423 -1.1674
N 0.1162 -1.6462 0.0832
H 2.5360 -3.9425 -0.2485
H -0.0346 3.7640 -2.6373
Zn -0.0295 0.0635 1.2577
*
```

Output
* HOMO energy: -2.873 eV
* electronic energy: -13280.021739 Eh
* orbital gap: 6.4947 eV
* strongest force on any atom: 0.0087 Eh/bohr

Atom-resolved charges from Löwdin, all expressed in e:
1 C -0.558
2 O -0.048
3 O -0.116
4 C -0.148
5 Se 0.756
6 C -0.111
7 C -0.699
8 H 0.109
9 H 0.099
10 Se -0.143
11 H 0.105
12 C -0.679
13 C -0.102
14 O -0.014
15 Cl 0.597
16 C -0.355
17 C 0.068
18 O -0.733
19 H 0.113
20 Sb 0.047
21 C -0.081
22 C 0.000
23 Se 0.471
24 H 0.132
25 Se -0.100
26 C -0.163
27 O -0.067
28 C -0.089
29 O 0.084
30 O -0.682
31 O -0.378
32 C -0.005
33 C -0.122
34 N 0.037
35 H 0.127
36 H 0.110
37 Zn 0.538